102
Properties=species:S:1:pos:R:3:forces:R:3 method="wB97M-V/def2-TZVPD" e_tot_ha=-3656.67153 spin_multiplicity=2 total_charge=-2 lumo_energy_ev="3.67 / 3.52"
H 3.8357 -1.9938 7.7492 0.0 0.0 0.0
C 1.2797 -5.1863 0.5096 0.1 -0.1 0.2
H 2.5808 -6.9791 0.8780 0.0 0.0 0.0
O -4.6062 3.5794 1.1284 0.0 0.0 0.2
H -0.5002 -0.5686 -5.4953 0.0 0.0 0.0
H -3.0396 -4.0518 3.7494 -0.1 0.0 0.0
N 0.7801 -2.8033 3.8971 -0.2 0.3 0.1
H -4.1923 1.3703 -6.4396 -0.1 0.1 0.1
H 3.0356 1.5762 1.7424 0.0 0.0 0.0
N 3.3150 -2.9170 4.0643 0.1 -0.2 -0.2
C 4.4941 -2.5300 5.8114 0.0 0.0 -0.1
H 1.5700 0.8980 -1.0304 0.0 0.0 0.0
C -3.8717 2.6987 0.6724 0.1 0.0 -0.1
C 0.4324 -0.2812 -5.0032 -0.3 0.2 0.2
N 1.1720 -4.0303 1.1378 -0.1 -0.4 -0.1
C -4.8902 2.3746 -3.5413 0.3 0.0 0.3
H 5.3774 -1.2511 7.2853 0.0 0.0 0.0
C -0.9213 -2.2019 5.1630 0.1 0.0 0.1
C -2.0448 5.3221 -1.3892 -0.2 -0.4 -0.2
O -1.9727 -2.2495 0.2857 -1.3 -0.2 -0.5
H -5.2862 1.3579 -3.5894 0.1 0.0 0.0
C -2.0438 2.0110 2.2783 -0.1 0.0 0.1
H 1.0167 2.2908 -6.8771 0.1 -0.1 0.1
H 0.9279 -0.9789 4.9720 0.0 0.0 0.0
C 4.6009 -3.0538 3.6787 0.1 0.0 0.0
Si -3.2043 2.4874 -4.3982 -0.8 -0.1 -0.6
H -4.7646 2.6213 -2.4843 -0.1 0.0 0.1
H 3.3115 0.5888 -1.1694 0.0 0.0 0.0
H 2.1438 -0.7191 -1.4604 0.0 0.0 0.0
N -1.3780 -0.2861 2.4232 -0.1 -0.2 -0.1
H -4.3798 -0.0123 0.9292 0.1 0.0 -0.1
H 0.2953 3.6123 -5.9526 0.0 0.0 0.0
H 0.0749 -6.4979 -0.6860 0.0 0.0 0.0
N 2.2838 -1.5431 2.2830 0.1 0.3 0.2
H -2.9565 -4.0811 5.5235 0.0 0.0 0.0
C 2.7104 -5.2132 2.1878 0.0 -0.2 0.0
H -1.5711 -1.6596 5.8298 0.0 0.0 0.0
H 3.4370 -5.4368 2.9513 0.0 0.1 0.0
H -0.7309 2.3655 -6.6453 0.0 0.0 0.0
H 1.0816 4.7242 -3.7951 0.0 0.1 0.0
H -3.3795 0.1955 -5.3966 0.0 0.0 0.0
C 2.2545 -5.9867 1.1424 0.1 0.0 0.0
H 0.5281 -0.9003 -4.1079 0.0 0.0 0.0
O -3.5141 2.5296 -0.5338 0.0 0.0 0.0
N 2.0489 -4.0409 2.1565 0.3 -0.1 0.0
H 5.3296 -2.9551 7.7454 0.0 0.0 0.0
H 2.8602 -0.1947 3.8151 0.0 -0.1 0.0
N -0.1490 -3.7833 3.7690 -0.1 -0.3 0.0
H -0.3832 5.6450 -4.1071 0.0 0.0 0.0
C -3.4777 0.3134 1.4313 0.0 0.2 0.3
H -3.9409 4.3174 -5.9907 -0.1 -0.1 0.0
C 5.4023 -2.8260 4.7734 0.0 0.0 0.0
H 6.4788 -2.8592 4.8168 0.0 0.0 0.0
H -0.2748 1.2441 3.2258 0.0 0.0 0.0
H -1.6719 6.0334 -0.6486 0.2 0.0 -0.1
C 2.4080 -0.2358 0.5808 0.1 0.0 0.3
H 2.8521 2.0211 -4.8729 -0.1 -0.1 -0.1
H 0.7374 4.7498 -0.0536 -0.1 0.1 -0.1
N 3.2479 -2.5882 5.3670 -0.1 0.1 0.2
C -1.1929 1.0048 2.6956 0.2 0.0 0.1
H -0.4086 -4.7856 -0.7027 -0.1 -0.1 0.0
H -5.6357 3.0531 -3.9626 0.1 0.0 -0.2
H -2.4345 1.2216 -6.4636 0.0 0.0 0.0
H 1.4922 3.4785 -1.0230 0.0 0.0 0.0
C 2.7639 0.5341 1.7061 0.0 0.0 0.0
H -2.1370 -5.3388 4.5661 0.0 0.0 0.0
Si -1.3375 2.1156 -2.9965 0.0 0.4 -0.3
H 1.2599 -0.5247 -5.6736 0.1 0.1 0.0
H 1.0134 -5.3168 -1.6102 0.0 0.0 0.0
C 2.1867 1.9697 -4.0079 -0.3 0.0 0.3
H 4.8580 -3.2953 2.6596 -0.1 0.0 0.0
C 2.3571 0.1618 -0.8549 -0.1 0.0 0.1
H 2.2350 2.9321 -3.4937 0.1 0.0 0.0
Si 0.3949 1.5602 -4.5275 0.7 -0.1 -0.6
C -2.6797 -2.0487 1.3215 -0.6 -0.2 -0.1
Si -0.6842 4.1909 -2.0705 0.4 0.8 0.5
H -2.1946 4.3720 -5.7435 0.0 0.0 0.0
C -3.1523 4.2018 -5.2436 0.4 -0.1 0.2
H -2.5231 5.8897 -2.1923 0.0 0.0 0.0
N 2.1237 -1.4780 0.9492 0.1 0.2 -0.5
H -2.8191 4.7185 -0.9125 0.0 0.0 0.0
C -3.3117 1.2031 -5.8146 0.4 0.1 0.2
C 2.6665 -0.3419 2.7639 0.1 0.0 0.0
C 0.5363 3.8557 -0.6488 -0.2 -0.3 -0.2
Na -0.2160 -2.2140 1.1538 1.7 0.2 0.7
H -1.8009 3.0533 2.4447 0.1 0.0 0.0
Te -1.6660 0.3357 -1.2895 -0.1 0.2 -0.4
O -3.4483 -2.8394 1.8747 -0.1 0.2 0.1
H 0.1192 3.0955 0.0182 0.0 0.0 0.0
H 2.5788 1.2161 -3.3258 0.0 0.0 0.0
C -2.4032 -4.2817 4.6053 0.1 0.0 -0.2
C 0.2304 2.5405 -6.1608 -0.3 0.1 0.3
C -2.5292 -0.6213 1.8332 -0.3 0.1 -0.1
C 0.2784 5.2865 -3.3133 -0.1 -0.4 -0.2
C 4.7792 -2.1635 7.2328 0.0 0.0 -0.1
H -3.2737 4.9894 -4.4955 0.0 0.0 0.0
C 0.3276 -1.8381 4.7276 0.0 -0.1 0.1
C -3.1938 1.6671 1.5733 0.1 -0.1 -0.4
C 0.4395 -5.4704 -0.6929 0.1 0.1 0.1
B 2.0915 -2.8448 3.1120 -0.1 -0.1 0.1
H 0.7267 6.1587 -2.8317 -0.1 0.0 0.1
C -1.1759 -3.4347 4.5275 0.2 0.1 0.1

=====

85
Properties=species:S:1:pos:R:3:forces:R:3 method="wB97M-V/def2-TZVPD" e_tot_ha=-2146.13496 spin_multiplicity=1 total_charge=+1 lumo_energy_ev="-3.57 / -3.57"
H -2.3413 2.7723 2.7342 0.1 -0.2 0.2
C -0.1401 -0.6146 4.3424 -0.3 0.4 -0.4
H -1.0947 1.4966 2.7394 -0.1 0.2 0.4
H 4.0897 1.0917 2.1129 0.0 0.3 -0.1
H -4.8551 -1.5079 -1.2170 0.2 -0.2 -0.1
C -2.1731 1.6896 2.6555 0.0 0.1 0.2
C 0.1219 -1.6161 -3.6703 -1.3 0.1 -1.9
P 2.2306 2.4538 1.4384 -1.8 -1.3 -0.5
H 1.4997 -1.0867 7.2956 0.0 0.1 -0.5
H -0.9930 0.0856 -5.8067 0.0 -0.3 0.2
H -2.2342 3.5929 -0.9815 -0.1 0.1 0.1
C 1.3502 -0.9528 6.2178 -0.3 0.1 -0.4
C -3.7924 -1.5501 -0.9319 -0.4 -0.2 -0.2
C 1.1442 1.0399 1.3501 0.4 -1.2 1.8
C 1.6759 0.6661 -2.8402 -0.2 1.6 -1.5
H -3.2050 -1.7769 -1.8395 -0.2 -0.1 0.1
H 0.4094 -5.3012 -1.0031 -0.3 0.2 0.1
H -3.5588 3.9521 0.1430 0.2 0.1 -0.1
H 0.5690 2.4982 -2.5746 -0.5 -0.5 0.2
H -1.1457 -0.5027 3.9281 0.4 0.1 0.2
H -2.6705 1.1937 3.4996 0.1 0.2 0.0
C -1.1293 -0.8546 -3.8537 1.2 -1.4 -1.8
H 1.0137 -1.0100 -5.5395 -0.2 -0.1 0.3
H -2.8984 1.9971 -2.6878 -0.1 0.0 -0.1
H 3.4624 -2.9603 -0.7955 -0.2 -0.2 -0.2
H 4.2289 1.6540 0.4206 -0.1 0.0 0.3
H -3.9755 0.5820 -2.8182 0.0 0.1 -0.1
H 1.5558 2.6738 3.6978 0.0 0.2 -0.1
H 2.8281 -4.6339 -0.9987 0.1 0.3 -0.1
H 3.1005 -0.7612 3.2915 -0.1 0.1 0.2
C 0.5179 1.5245 -3.0761 1.8 0.3 -0.7
H -4.5818 2.1221 -2.1658 0.2 -0.2 -0.3
H -3.6774 -2.3949 -0.2421 0.0 0.1 -0.3
C 1.9394 3.4170 -0.0293 0.1 0.5 -0.1
H 3.4700 -1.0322 5.7457 -0.4 -0.1 -0.2
H 4.5898 2.7755 1.7640 -0.2 -0.1 -0.1
C 1.4815 -3.4533 1.5048 0.2 -0.2 -0.1
H 2.4374 0.5356 -4.8451 0.1 0.2 0.2
H 2.4370 1.0554 -2.1608 -0.4 -0.3 0.2
H 0.8598 3.5816 -0.1148 0.1 0.0 0.0
H -0.8222 -0.8776 6.3711 0.4 0.0 -0.4
H 0.5314 -3.4973 2.0620 0.4 0.0 -0.1
H 1.9554 -2.1618 -4.6328 -0.3 0.2 0.1
C 2.4560 -0.9253 5.3482 -0.3 -0.2 0.1
P 1.1024 -3.0505 -0.2454 -0.3 0.2 0.1
C -2.9423 -0.1996 1.0865 -0.2 1.0 -1.0
H 2.0874 -2.6292 1.9111 -0.1 -0.4 0.0
C -2.6331 3.3684 0.0183 -0.3 0.2 0.0
C -0.1596 1.5246 -4.4243 -0.8 0.0 -0.9
H 0.0189 -2.6816 -3.4504 -0.1 0.4 0.3
H 2.4628 4.3788 0.0426 -0.1 -0.2 -0.1
H -2.1669 0.7783 -4.7364 0.2 -0.2 0.2
C -3.3422 1.0257 -0.8190 0.5 -0.5 0.6
C -0.1008 -4.3686 -0.7171 0.1 0.0 -0.1
Bi -0.1936 -0.2745 -1.9052 -1.7 -0.1 5.3
C -2.8814 1.9093 0.1830 0.2 -0.7 0.0
H -0.7222 2.4616 -4.5104 0.1 -0.2 0.1
H -0.6859 -3.9904 -1.5728 0.1 -0.3 0.3
H 3.2097 -0.5477 -3.7201 -0.4 0.1 0.1
H 0.5793 1.5731 -5.2352 0.2 0.0 0.2
H -2.0530 -1.4548 -3.8673 0.3 0.5 0.7
H 2.5526 4.0781 3.1910 -0.2 -0.1 -0.1
H 2.4686 -3.3660 -2.2282 0.1 -0.1 0.3
C 3.9463 1.9471 1.4408 0.3 -0.3 0.1
C -3.7138 1.4427 -2.1968 -0.3 0.3 0.0
C -2.6763 1.1651 1.3685 0.0 -0.7 -0.9
H -3.2950 -2.2227 1.6451 0.1 0.1 0.3
C 2.6156 -3.5656 -1.1544 0.0 -0.1 0.1
C 1.7563 3.3873 2.8910 0.1 0.1 0.2
H 2.0235 -4.4055 1.6055 -0.2 0.2 0.1
C 0.9616 -0.4590 3.4781 -0.3 -1.0 1.2
C -1.1526 0.3602 -4.7528 -0.1 1.1 -0.3
H -1.6737 -1.6287 2.0515 -0.1 -0.2 0.1
C 2.2304 -0.1251 -3.9943 0.5 -1.0 -0.4
H -0.7829 -4.5604 0.1254 0.2 0.1 -0.4
C 0.8425 0.1928 2.2259 1.8 2.3 -1.7
H 2.2946 2.8650 -0.9073 -0.1 0.1 0.2
H -1.9126 3.7271 0.7642 -0.1 0.1 -0.1
C 1.3246 -1.2645 -4.5155 1.1 0.0 -0.4
C -2.7391 -1.3457 1.9939 0.1 -0.3 0.3
H -3.0802 -1.1070 3.0086 0.0 -0.2 0.0
C -3.3790 -0.2893 -0.2670 0.8 0.9 0.5
C 2.2602 -0.7504 3.9818 -0.4 0.6 -0.1
H 0.8381 3.9485 2.6706 0.2 -0.2 0.0
C 0.0439 -0.8269 5.6992 0.7 -0.3 0.5